(1)
Entry from the OMol25 dataset: a molecular structure, C28H34AsN4O4OsS2 at a distorted geometry (the ωB97M-V functional and the def2-TZVPD basis).

## Properties
**Multiplicity**: 5
**Total charge**: +1
**HOMO energy (spin up / spin down)**: -9.687 / -11.022 eV
**Energy above the lowest of the compared OMol25 structures with the same formula, charge and spin**: 2.223 eV

Last column: Mulliken charge in e.
Cartesian coordinates (Å):
Os (-0.0944, -0.7242, 0.3337)  3.0974
C (-0.0844, 3.7883, -5.2839)  -1.4771
C (-0.2510, 3.5119, -3.8204)  -0.0315
C (-0.9269, 4.2356, -2.8303)  -0.7007
C (-0.8572, 3.8620, -1.4882)  -1.2660
C (0.0352, 2.9008, -0.9768)  0.7017
C (0.8974, 2.3066, -1.7760)  -0.5760
C (0.5431, 2.3051, -3.2665)  0.3163
S (-0.2084, 2.4873, 0.7449)  0.8261
O (-1.6031, 2.1415, 0.7367)  -0.2265
O (0.1555, 3.5693, 1.6057)  -0.7402
N (0.6286, 1.0158, 0.9776)  -0.4417
C (1.6407, 0.9366, 2.0066)  0.0471
C (2.5594, 1.9116, 2.3080)  -0.9774
C (3.4908, 1.6853, 3.3464)  -0.8527
C (3.5183, 0.5402, 4.0867)  -1.1219
C (2.5340, -0.4817, 3.7872)  0.3353
C (2.4743, -1.7403, 4.3923)  -0.4927
C (1.5460, -2.6790, 4.0136)  -1.4147
C (0.6539, -2.4332, 3.0107)  0.1880
N (0.6980, -1.2621, 2.3353)  0.2651
C (1.5982, -0.2823, 2.7551)  1.1688
H (-0.7394, 4.5799, -5.5644)  0.4361
H (-0.2072, 2.8489, -5.8374)  0.3401
H (0.9042, 4.1476, -5.4975)  0.3252
H (-1.6579, 5.0394, -3.0405)  0.3458
H (-1.4282, 4.3597, -0.7518)  0.6704
H (1.7370, 1.7233, -1.4365)  0.4272
H (1.4298, 2.0612, -3.8970)  0.4287
H (2.4447, 2.9019, 1.9421)  0.5908
H (4.2302, 2.4206, 3.4118)  0.5002
H (4.2591, 0.4362, 4.8903)  0.3948
H (3.1921, -1.9041, 5.1950)  0.4592
H (1.4769, -3.6352, 4.5143)  0.4591
H (-0.1857, -3.1084, 2.8776)  0.4723
C (-0.6893, -2.9169, -1.9481)  -1.1897
N (-0.4846, -2.8483, -0.4488)  -0.0672
C (-1.6661, -3.4765, 0.2508)  -1.1239
C (0.7617, -3.7217, -0.1558)  -1.5402
C (1.9508, -2.8531, -0.4017)  1.0201
C (3.1279, -3.4378, -0.8238)  -0.7402
C (4.2050, -2.6861, -1.1685)  -0.6759
C (4.1148, -1.2801, -1.0574)  -1.0402
C (2.9297, -0.7240, -0.6767)  -0.0605
C (1.8095, -1.4535, -0.2662)  0.1076
H (-0.6866, -3.8864, -2.3294)  0.3954
H (0.0872, -2.2988, -2.3725)  0.4661
H (-1.7111, -2.4824, -2.1435)  0.2825
H (-1.8031, -4.4976, -0.0501)  0.3657
H (-2.5542, -2.8501, -0.0717)  0.2264
H (-1.4948, -3.4111, 1.3094)  0.3221
H (0.7651, -4.5802, -0.7784)  0.6416
H (0.6981, -3.9898, 0.9845)  0.2804
H (3.2192, -4.5557, -1.0344)  0.3221
H (5.1220, -3.1708, -1.5250)  0.3865
H (4.9520, -0.6143, -1.1529)  0.4981
H (2.9789, 0.3222, -0.4498)  0.0926
O (-0.3446, 1.2156, -3.3155)  -0.2834
N (0.1538, 0.0927, -2.5768)  -0.3743
O (-0.6685, -0.1381, -1.4994)  -0.3090
C (-3.9231, 2.1880, 1.9617)  -1.2098
As (-3.7591, 0.6010, 0.7906)  1.2087
C (-5.3575, -0.4379, 1.1383)  -1.3385
C (-3.7638, 0.9302, -1.0704)  -0.7493
S (-2.2925, -0.7396, 1.4936)  -0.6242
H (-4.9209, 2.2117, 2.3588)  0.4369
H (-3.8149, 3.0504, 1.3682)  0.3573
H (-3.0783, 2.0837, 2.6508)  0.3162
H (-6.3061, 0.0812, 1.1381)  0.4265
H (-5.1964, -0.9978, 2.0196)  0.4545
H (-5.4565, -1.1506, 0.3493)  0.4173
H (-2.8306, 1.3518, -1.4184)  -0.0727
H (-4.6083, 1.6014, -1.3285)  0.4775
H (-3.8685, 0.0029, -1.5542)  0.4201

(2)
Entry from the OMol25 dataset: a molecular structure, C28H34BMoN8SbSe4 at a distorted geometry (the ωB97M-V functional and the def2-TZVPD basis).

## Properties
**Total charge**: -2
**HOMO energy (spin up / spin down)**: -1.489 / -1.490 eV

Last column: Mulliken charge in e.
Cartesian coordinates (Å):
Mo (0.2677, -0.6768, -0.2849)  -1.5348
C (3.5515, 2.0529, -1.2783)  -1.1209
C (2.2470, 2.8144, -1.5745)  -0.5923
C (0.9856, 2.4928, -0.7439)  -1.7735
N (0.1833, 1.3422, -1.0795)  1.5919
C (-0.8173, 1.4697, -1.9627)  1.5692
C (-0.8860, 2.5351, -2.9165)  -1.5779
C (-1.7328, 2.7010, -3.9865)  -0.7298
C (-2.8011, 1.9278, -4.4299)  -0.7441
C (-3.3373, 0.8042, -3.7900)  -0.5800
C (-2.9506, 0.2151, -2.6191)  -0.4690
C (-1.8280, 0.4800, -1.7786)  0.2742
N (-1.6312, -0.2363, -0.6449)  1.6930
C (-2.7671, -0.4794, 0.1943)  -1.1249
C (-3.0776, 0.8298, 0.9201)  -1.2915
C (-2.0679, 1.1340, 2.0317)  -1.3497
N (-0.6998, 0.8190, 1.7141)  0.6997
C (0.2562, 1.2372, 2.5055)  1.8346
C (-0.0064, 2.0557, 3.6475)  -1.0959
C (0.7892, 2.6086, 4.6300)  -0.7629
C (2.1374, 2.4298, 4.8788)  -0.7709
C (2.9931, 1.6427, 4.1152)  -0.6436
C (2.7554, 0.9799, 2.9313)  -0.7803
C (1.6143, 0.8204, 2.1027)  0.0904
N (1.7251, 0.2317, 0.8995)  1.2513
C (3.0784, 0.1524, 0.3696)  -0.5215
C (3.7572, 1.5140, 0.1404)  -0.6265
H (3.6635, 1.2239, -1.9850)  0.3231
H (4.3792, 2.7393, -1.4901)  0.5333
H (2.0282, 2.6869, -2.6361)  0.2108
H (2.4377, 3.8807, -1.4025)  0.4821
H (0.3384, 3.3830, -0.7811)  0.8596
H (1.2873, 2.3849, 0.2992)  0.1711
H (-0.1216, 3.2914, -2.8158)  0.2923
H (-1.5135, 3.5727, -4.5988)  0.3183
H (-3.2804, 2.2325, -5.3522)  0.3203
H (-4.1904, 0.3485, -4.2843)  0.3530
H (-3.5364, -0.6450, -2.3165)  0.1829
H (-2.5289, -1.2511, 0.9241)  0.1325
H (-3.6535, -0.8053, -0.3688)  0.4855
H (-4.0790, 0.8000, 1.3602)  0.5420
H (-3.0524, 1.6368, 0.1809)  0.3863
H (-2.3630, 0.5795, 2.9390)  0.4899
H (-2.1790, 2.2087, 2.2583)  0.5228
H (-1.0458, 2.3329, 3.7572)  0.1805
H (0.2606, 3.2480, 5.3367)  0.3062
H (2.5549, 2.9192, 5.7505)  0.3040
H (4.0080, 1.5534, 4.4908)  0.3380
H (3.6344, 0.4660, 2.5734)  0.4008
H (3.0533, -0.3268, -0.6054)  -0.4359
H (3.7027, -0.5059, 0.9947)  0.4377
H (4.8311, 1.3608, 0.2734)  0.4051
H (3.4333, 2.2472, 0.8863)  0.4199
B (-1.9660, -3.8625, 0.4030)  0.6628
N (-1.1546, -3.1618, 1.5196)  -1.1358
C (-1.1841, -3.6506, 2.7615)  -0.1977
C (-0.3990, -2.8569, 3.5721)  -1.4785
C (0.0954, -1.8872, 2.7149)  -0.9364
N (-0.3878, -2.0687, 1.4851)  1.9586
N (-1.4980, -3.5794, -1.0299)  -1.1906
C (-1.9393, -4.3517, -2.0323)  -0.3228
C (-1.6629, -3.7297, -3.2307)  -1.4196
C (-1.0182, -2.5581, -2.8577)  -0.7498
N (-0.9154, -2.4834, -1.5291)  2.3036
H (-1.8456, -5.0385, 0.5929)  -0.2511
H (-3.1210, -3.5004, 0.5036)  -0.2291
H (-1.7363, -4.5407, 2.9904)  0.4317
H (-0.1984, -2.9690, 4.6182)  0.4488
H (0.8108, -1.1226, 2.9445)  0.7834
H (-2.4106, -5.2962, -1.8420)  0.4094
H (-1.8713, -4.0669, -4.2253)  0.3966
H (-0.6465, -1.7945, -3.5181)  0.6385
Se (2.0694, -4.5646, -3.8627)  -0.7410
Sb (2.7674, -2.7610, -2.4005)  0.4858
Se (1.3992, -0.5505, -2.5214)  -0.5179
Se (1.8599, -2.8080, 0.0365)  -0.4623
Se (5.1457, -2.2560, -2.4744)  -0.7630

(3)
Entry from the OMol25 dataset: a molecular structure, C28H34Br2IrN5O3S4 at a distorted geometry (the ωB97M-V functional and the def2-TZVPD basis).

## Properties
**Multiplicity**: 2
**Total charge**: +1
**HOMO energy (spin up / spin down)**: -10.158 / -10.145 eV
**Energy above the lowest of the compared OMol25 structures with the same formula, charge and spin**: 2.414 eV

Last column: Mulliken charge in e.
Cartesian coordinates (Å):
Ir (-0.5430, -0.6113, 0.1605)  3.0375
Br (-1.6234, -3.3603, 4.4460)  -0.1435
C (-2.7558, -2.2461, 3.4347)  -0.1399
C (-4.1076, -2.1068, 3.8125)  -0.4865
C (-4.9714, -1.3504, 3.0700)  -0.1229
Br (-6.7556, -1.1463, 3.6416)  -0.2030
C (-4.5302, -0.7270, 1.8783)  0.3879
C (-5.3263, 0.0228, 0.9852)  -0.6448
C (-4.7677, 0.5512, -0.1442)  -1.2909
C (-3.4069, 0.3378, -0.4117)  -0.0486
N (-2.6366, -0.3502, 0.4046)  -0.7341
C (-3.1744, -0.8761, 1.5471)  0.3027
C (-2.2564, -1.5740, 2.3458)  -0.0521
O (-0.9966, -1.5581, 1.9583)  -0.4770
H (-4.4514, -2.5942, 4.7138)  0.4481
H (-6.3748, 0.1718, 1.2061)  0.3635
H (-5.3541, 1.1242, -0.8484)  0.5054
H (-2.9615, 0.7156, -1.3181)  0.8488
C (3.9373, -0.0087, -1.8402)  -0.6207
C (3.0238, 0.2226, -3.0360)  -0.9982
N (2.0229, 1.2671, -2.7715)  0.1098
C (2.4291, 2.6671, -3.0238)  -0.6994
C (2.7384, 3.4484, -1.7538)  -0.7625
C (0.8435, 1.0271, -2.2362)  0.4871
S (0.3573, -0.6521, -1.8858)  -0.2305
N (0.0050, 2.0405, -2.0828)  -0.3688
C (-0.8133, 2.1497, -1.0694)  -0.8217
O (-0.7752, 1.4452, 0.0011)  -0.4167
C (-1.7984, 3.2628, -1.0900)  1.1856
C (-1.9896, 4.0135, -2.2480)  -0.5351
C (-2.9119, 5.0466, -2.2556)  -0.7240
C (-3.6316, 5.3454, -1.1057)  -0.4424
C (-3.4392, 4.6034, 0.0527)  -1.0022
C (-2.5272, 3.5601, 0.0609)  -0.0117
H (4.6149, -0.8372, -2.0485)  0.4239
H (3.3515, -0.2541, -0.9513)  -0.0603
H (4.5395, 0.8732, -1.6225)  0.3584
H (2.5083, -0.6956, -3.3068)  0.5755
H (3.5961, 0.5461, -3.9027)  0.3664
H (1.6222, 3.1492, -3.5742)  0.4117
H (3.3077, 2.6251, -3.6635)  0.4149
H (1.8469, 3.5705, -1.1417)  0.1000
H (3.1060, 4.4397, -2.0196)  0.4194
H (3.5005, 2.9475, -1.1556)  0.2171
H (-1.4164, 3.7768, -3.1341)  0.4403
H (-3.0646, 5.6269, -3.1558)  0.4315
H (-4.3446, 6.1597, -1.1137)  0.4207
H (-3.9943, 4.8433, 0.9502)  0.4415
H (-2.3683, 2.9726, 0.9558)  0.4559
C (0.9014, 2.6862, 2.3921)  -0.3879
O (0.7649, 1.5933, 3.3195)  -0.4178
C (1.0059, 0.3318, 2.9818)  0.4181
S (1.0308, -0.7975, 4.1435)  -0.2287
S (1.4608, -0.0544, 1.2744)  -0.3948
H (0.5486, 3.5558, 2.9388)  0.3288
H (0.3030, 2.5203, 1.5063)  -0.1202
H (1.9485, 2.8164, 2.1226)  0.3178
C (3.6116, -3.1975, 2.2047)  -0.7137
C (2.3066, -3.9661, 2.3670)  -0.9612
N (1.1908, -3.3705, 1.6348)  0.3393
C (0.9237, -3.5720, 0.3698)  0.9597
S (-0.5432, -2.9097, -0.3721)  -0.6811
N (1.7010, -4.3783, -0.3570)  -0.2149
C (1.6642, -4.5882, -1.8065)  -0.6412
C (2.8160, -3.8718, -2.4898)  -0.8444
H (4.3926, -3.6723, 2.7997)  0.4084
H (3.4850, -2.1733, 2.5511)  0.1716
H (3.9430, -3.1718, 1.1640)  0.2020
H (2.0041, -3.9804, 3.4116)  0.3996
H (2.4220, -5.0069, 2.0559)  0.5060
H (0.5941, -2.7016, 2.1238)  -0.3462
H (2.5162, -4.7471, 0.1092)  0.1910
H (0.7125, -4.2218, -2.1749)  0.3972
H (1.7070, -5.6613, -1.9908)  0.3769
H (2.7757, -2.8062, -2.2577)  0.0092
H (2.7486, -3.9977, -3.5717)  0.4080
H (3.7823, -4.2627, -2.1640)  0.4026

Across the entries above, E_tot takes the values -4729.7103 -11464.5362 -8431.8320 a.u., respectively.